Entry 1:
ORCA calculation (ωB97M-V/def2-TZVPD) on a molecular structure, C21H26ClIrP2 at a distorted geometry.

Structure (XYZ):
```
51
Properties=species:S:1:pos:R:3:forces:R:3:lowdin_charge:R:1
Ir -0.3579 -0.6820 1.9219 -0.423 -1.234 3.891 0.80
Cl -0.9135 -1.5508 3.9810 -0.693 -0.105 -0.859 0.09
P -0.5863 -0.3796 -0.1783 -2.976 0.780 -6.181 0.80
C 0.8951 -0.2744 -1.2229 -0.494 0.268 0.750 -0.37
C 1.2558 0.9167 -1.8636 0.622 0.110 -0.270 -0.08
C 2.4272 0.9429 -2.6179 -0.613 0.584 -0.008 -0.01
C 3.2432 -0.1897 -2.7183 0.060 -0.427 0.006 0.00
C 2.8686 -1.3835 -2.0871 -0.303 -0.073 0.116 -0.02
C 1.6847 -1.4252 -1.3469 0.953 -0.402 -0.070 -0.09
C -1.6964 -1.4964 -1.1272 0.427 -0.541 0.676 -0.34
C -2.7940 -2.0498 -0.4568 -0.726 -0.292 -0.095 -0.09
C -3.7266 -2.8262 -1.1597 0.186 0.031 0.087 -0.04
C -3.5350 -3.0892 -2.5268 0.471 -0.118 0.365 -0.02
C -2.3914 -2.5853 -3.1650 -0.039 -0.001 0.018 -0.04
C -1.4601 -1.8204 -2.4664 -0.393 0.479 -0.386 -0.07
C -1.5272 1.2098 -0.2396 0.489 -0.155 -0.241 -0.38
C -1.7648 1.7410 1.0237 -0.378 0.427 0.166 -0.19
C -2.4420 2.9528 1.1735 -0.043 -0.013 0.048 -0.04
C -2.8644 3.6695 0.0325 0.242 -0.226 0.478 -0.03
C -2.6216 3.1460 -1.2356 0.453 -0.702 -0.239 -0.03
C -1.9642 1.9007 -1.3840 -0.067 0.483 0.552 -0.05
H -2.9545 -1.8726 0.6137 0.090 -0.020 -0.406 0.10
H -4.5865 -3.2575 -0.6311 0.422 0.269 -0.265 0.13
H -4.2213 -3.7495 -3.0705 0.221 0.461 0.239 0.13
H -2.2257 -2.7788 -4.2238 -0.060 0.006 0.251 0.12
H -0.6368 -1.3416 -2.9939 -0.065 -0.349 0.022 0.11
H 0.6053 1.7834 -1.7952 0.269 -0.062 -0.011 0.10
H 2.6927 1.8614 -3.1506 -0.055 -0.388 0.187 0.13
H 4.1590 -0.1449 -3.3154 -0.312 -0.026 0.295 0.14
H 3.4897 -2.2779 -2.1638 -0.202 0.307 -0.052 0.13
H 1.3869 -2.3474 -0.8516 0.039 0.088 -0.096 0.12
H -1.3800 1.1919 1.9400 -0.476 0.677 -0.406 0.04
H -2.6221 3.3272 2.1814 -0.021 0.060 -0.347 0.12
H -3.3565 4.6481 0.1388 0.248 -0.625 0.020 0.13
H -2.9054 3.7031 -2.1357 0.019 -0.276 0.438 0.13
H -1.7689 1.5139 -2.3803 -0.095 -0.027 0.127 0.12
H 1.2316 2.2334 0.3723 -1.260 0.555 0.349 0.09
H 0.5791 2.3611 0.7654 0.858 0.130 -0.978 0.09
C 1.7884 0.1149 4.5960 0.202 -0.409 -0.045 -0.24
P 1.6409 -0.3028 2.8398 2.963 1.238 0.297 0.55
C 2.4412 1.0722 1.9992 -0.128 0.476 0.545 -0.29
C 2.7510 -1.5927 2.2272 -0.060 -0.741 0.645 -0.23
H 1.0322 0.8406 4.9084 0.007 -0.122 -0.250 0.07
H 2.7780 0.5517 4.7431 -0.012 -0.143 0.135 0.07
H 1.6621 -0.7939 5.1817 0.089 0.079 0.178 0.05
H 3.4030 1.3377 2.4448 0.033 -0.334 0.069 0.08
H 2.5774 0.7922 0.9472 -0.141 0.443 0.236 0.03
H 1.7676 1.9132 2.1653 0.556 0.072 -0.336 0.01
H 3.7406 -1.4092 2.6616 -0.101 -0.258 -0.003 0.08
H 2.3613 -2.5738 2.5183 0.433 -0.037 -0.095 0.06
H 2.8404 -1.5302 1.1311 -0.218 0.081 0.453 0.04
```
Positions in Å, forces in eV/Å.

Properties
Frontier orbital gap (spin up / spin down)   8.024 / 3.842 eV
Largest force on an atom   0.1343 hartree/bohr
⟨S²⟩   6.0238
Total charge   +2
Spin multiplicity   5


Entry 2:
ORCA calculation (ωB97M-V/def2-TZVPD) on 2 unconnected molecules or ions with the total composition C5H7NO3 at a distorted geometry.

Structure (XYZ):
```
16
Properties=species:S:1:pos:R:3:forces:R:3:lowdin_charge:R:1
C 0.5612 -1.1700 2.5912 -0.630 1.763 -0.421 -0.05
C 0.7055 -0.2722 1.4223 2.085 0.352 0.045 -0.10
C 1.1030 0.8104 0.8086 -0.341 -3.148 -0.068 -0.43
O 2.0010 1.3044 -0.0042 -0.415 2.308 -0.797 0.14
O -0.2405 0.8912 0.8596 -1.259 1.690 -0.051 -0.01
H 0.6863 -0.4757 3.4979 -0.640 -1.625 -0.743 0.11
H -0.4430 -1.6345 2.3863 1.004 0.167 1.057 0.08
H 1.3722 -1.8976 2.5088 -0.264 -0.045 0.290 0.08
H 1.6045 2.0758 -0.5136 0.594 -1.307 0.879 0.17
C -2.1038 0.5659 -2.3344 -0.505 3.476 -1.295 -0.14
N -1.4591 -0.3228 -1.4874 0.546 -1.987 0.476 0.06
C -1.4469 -1.2236 -0.7070 0.045 -0.171 1.646 -0.29
O -1.3487 -2.0252 0.1860 -0.255 1.285 -2.175 0.09
H -2.9782 1.0468 -1.8299 0.638 -0.379 -0.193 0.09
H -1.4078 1.4771 -2.6305 -1.155 -1.935 0.691 0.11
H -2.5089 0.2014 -3.3022 0.554 -0.445 0.659 0.08
```
Positions in Å, forces in eV/Å.

Properties
Frontier orbital gap   7.692 eV
Largest force on an atom   0.0728 hartree/bohr
Relative energy (zero: lowest compared OMol25 entry of this formula, charge and spin)   6.123 eV


Number 1: electronic energy -56117.90701 eV. Number 2: electronic energy -12926.06142 eV.